{
  "formula": "H2NO5PS",
  "method": "wB97M-V/def2-TZVPD",
  "de_lowest_kj_mol": 227.0,
  "spin_multiplicity": 1,
  "lumo_energy_ev": 6.8,
  "smiles": "N[P@](=O)([O-])S(=O)(=O)[O-]",
  "homo_energy_ev": -0.7,
  "charge": -2,
  "elements": ["N", "P", "O", "O", "S", "O", "O", "O", "H", "H"],
  "coordinates": [[-0.737, 1.574, 0.202], [-1.016, -0.030, -0.564], [-0.883, 0.227, -2.032], [-2.200, -0.768, -0.015], [0.944, -0.839, 0.274], [1.859, 0.246, -0.077], [1.385, -2.542, -0.558], [0.966, -0.966, 1.775], [0.222, 1.680, -0.202], [-0.539, 1.417, 1.197]],
  "atomic_forces_ev_per_a": [[0.78, -1.57, -0.62], [-1.04, 0.99, 0.04], [0.33, -0.29, 0.61], [0.82, 0.47, 0.15], [1.73, -5.03, -0.13], [0.50, 0.21, -0.99], [-1.30, 5.16, 2.46], [-0.87, -0.33, -1.70], [-0.75, 0.47, 0.44], [-0.20, -0.07, -0.26]],
  "lowdin_charge": [-0.151, 0.228, -0.427, -0.439, 0.526, -0.515, -0.695, -0.522, -0.007, 0.002]
}

=====

{
  "formula": "H2O",
  "method": "wB97M-V/def2-TZVPD",
  "de_lowest_kj_mol": 11.7,
  "spin_multiplicity": 2,
  "lumo_energy_ev": [-6.0, -13.7],
  "s_squared": 0.753,
  "homo_energy_ev": [-26.7, -25.9],
  "charge": 1,
  "elements": ["O", "H", "H"],
  "coordinates": [[0.047, 0.294, -0.253], [-0.553, 0.252, 0.491], [0.506, -0.546, -0.238]],
  "atomic_forces_ev_per_a": [[0.25, 1.60, -1.38], [-1.64, 0.34, 1.73], [1.38, -1.94, -0.35]],
  "lowdin_charge": [0.621, 0.189, 0.189]
}

=====

{
  "formula": "H2O2Tl",
  "method": "wB97M-V/def2-TZVPD",
  "de_lowest_kj_mol": 190.8,
  "spin_multiplicity": 1,
  "lumo_energy_ev": -10.1,
  "homo_energy_ev": -16.3,
  "charge": 1,
  "elements": ["Tl", "O", "H", "O", "H"],
  "coordinates": [[-1.443, 0.559, -0.074], [-0.118, -0.767, 0.946], [0.243, -0.696, 1.851], [0.526, 0.066, -1.095], [0.793, 0.839, -1.629]],
  "atomic_forces_ev_per_a": [[2.11, -1.01, -0.06], [-0.88, 0.20, 1.05], [-0.35, -0.10, 0.03], [-0.70, 0.86, -0.99], [-0.18, 0.05, -0.04]],
  "lowdin_charge": [1.431, -0.272, 0.052, -0.236, 0.025]
}